(1)
{"formula": "C28H29ClI2IrN4O3", "method": "ωB97M-V/def2-TZVPD", "species": ["Ir", "I", "I", "Cl", "O", "O", "O", "N", "N", "N", "N", "C", "C", "C", "C", "C", "C", "C", "C", "C", "C", "C", "C", "C", "C", "C", "C", "C", "C", "C", "C", "C", "C", "C", "C", "C", "C", "C", "C", "H", "H", "H", "H", "H", "H", "H", "H", "H", "H", "H", "H", "H", "H", "H", "H", "H", "H", "H", "H", "H", "H", "H", "H", "H", "H", "H", "H", "H"], "coordinates": [[-1.672, 1.375, 0.721], [-1.416, 3.862, -0.311], [-3.500, 1.285, -1.345], [0.778, 0.724, 6.999], [-2.109, -0.498, 1.244], [0.578, -0.305, -6.426], [0.209, 1.927, 1.657], [1.281, -4.338, -2.674], [-0.247, 0.297, -0.530], [1.766, 0.494, 2.526], [0.632, -4.438, -1.617], [-0.310, 1.152, 5.713], [0.980, -3.363, -3.669], [-0.419, -1.682, -4.689], [-2.791, 2.109, 2.363], [2.333, 2.825, 2.108], [-0.235, -2.693, -3.758], [3.111, 0.280, 3.063], [0.409, -1.986, -1.001], [0.070, -3.372, -0.877], [1.822, -2.042, -5.495], [-1.217, 0.217, 5.244], [-0.413, -1.045, -0.358], [-3.022, 3.343, -1.606], [-0.586, 0.500, -6.449], [-1.445, -1.432, 0.552], [1.984, -3.068, -4.588], [1.548, -1.473, -1.667], [1.359, 1.681, 2.095], [-0.910, -3.721, 0.018], [-1.094, 2.736, 4.104], [0.628, -1.325, -5.537], [0.857, -0.640, 2.647], [-0.256, 2.422, 5.162], [1.704, -0.123, -1.817], [-2.051, 0.549, 4.186], [-1.679, -2.771, 0.715], [0.745, 0.741, -1.265], [-1.984, 1.801, 3.577], [2.908, -3.631, -4.541], [1.226, -1.481, 2.059], [-0.130, -0.359, 2.311], [-1.263, -0.762, 5.702], [3.878, 0.591, 2.356], [-3.890, 3.931, -1.335], [0.783, -0.935, 3.694], [-0.373, 1.314, -7.135], [2.308, -2.147, -2.034], [-2.963, 3.177, 2.234], [-3.715, 1.535, 2.312], [-0.804, 0.907, -5.458], [3.232, -0.783, 3.252], [-1.044, 3.725, 3.660], [3.080, 2.747, 2.890], [-1.452, -0.060, -6.812], [-2.751, -0.183, 3.802], [-1.376, -1.183, -4.749], [2.614, -1.766, -6.180], [2.545, 0.282, -2.364], [-2.472, -3.080, 1.384], [-2.724, 3.516, -2.632], [-1.108, -4.778, 0.141], [2.839, 2.873, 1.141], [1.763, 3.743, 2.233], [0.808, 1.814, -1.409], [0.441, 3.151, 5.555], [3.249, 0.807, 4.007], [-1.047, -2.973, -3.099]], "total_charge": 1, "e_homo_ev": -9.68, "energy_ev": -73164.2480, "spin_multiplicity": 1}

(2)
{"formula": "C19H20ClInN4O4S4Sb", "method": "ωB97M-V/def2-TZVPD", "species": ["Sb", "In", "Cl", "S", "S", "S", "S", "O", "O", "O", "O", "N", "N", "N", "N", "C", "C", "C", "C", "C", "C", "C", "C", "C", "C", "C", "C", "C", "C", "C", "C", "C", "C", "C", "H", "H", "H", "H", "H", "H", "H", "H", "H", "H", "H", "H", "H", "H", "H", "H", "H", "H", "H", "H"], "coordinates": [[-1.311, 5.601, -2.654], [-2.403, 0.469, -0.920], [-4.514, -0.087, 1.074], [-1.961, 5.712, -4.768], [-2.555, 3.569, -1.443], [-0.647, 3.474, -0.598], [0.402, 3.729, -2.339], [-3.346, 1.007, 0.990], [0.028, 0.576, 3.161], [-4.873, -0.469, -0.349], [0.224, -4.342, 2.171], [-0.017, -1.702, -2.961], [0.731, -3.061, 2.833], [0.544, 0.236, 1.825], [1.825, -0.725, -0.464], [2.124, -0.987, -1.874], [1.875, 2.293, 1.870], [0.922, -0.754, -2.787], [-0.845, 1.653, 3.210], [0.981, 3.191, 2.386], [-1.864, -2.129, 1.934], [0.897, 0.464, -3.445], [-0.203, -2.487, 3.743], [-1.486, -2.122, 3.365], [-0.925, -2.490, 1.052], [2.346, -1.827, 0.439], [0.333, -3.120, 1.440], [-1.004, -1.368, -3.825], [-1.096, -0.191, -4.483], [1.457, -3.103, 0.488], [1.961, 0.645, 0.003], [-0.382, 2.874, 2.902], [-0.129, 0.781, -4.264], [1.434, 1.001, 1.346], [1.658, 1.240, -3.304], [-1.796, -2.059, -3.818], [3.279, -2.245, 0.049], [3.006, 0.981, -0.094], [-2.852, -1.858, 1.552], [-2.272, -1.857, 4.084], [0.880, -3.181, -0.480], [2.484, -1.299, 1.304], [2.989, -0.408, -2.155], [-1.863, 0.063, -5.161], [-1.055, -2.283, 0.036], [1.303, 4.208, 2.519], [2.937, 2.574, 1.689], [2.033, -4.023, 0.563], [2.428, -2.047, -1.949], [1.393, 1.264, -0.678], [-1.800, 1.472, 3.635], [-1.089, 3.658, 3.086], [-0.337, 1.748, -4.661], [0.152, -2.262, 4.728]], "total_charge": -1, "e_homo_ev": -4.70, "energy_ev": -101744.8802, "spin_multiplicity": 1}

(3)
{"formula": "C8H8Br2O", "method": "ωB97M-V/def2-TZVPD", "species": ["Br", "Br", "O", "C", "C", "C", "C", "C", "C", "C", "C", "H", "H", "H", "H", "H", "H", "H", "H"], "coordinates": [[-2.381, 2.398, -0.434], [0.118, -0.733, -2.386], [-0.240, -2.752, 0.011], [-0.271, -1.606, 0.732], [0.277, -3.770, 0.725], [-0.718, -0.270, 0.258], [0.281, -1.947, 1.945], [-0.005, 2.621, -1.747], [-0.476, 0.253, -0.957], [0.627, -3.317, 1.948], [-0.994, 1.554, -1.516], [0.582, -1.260, 2.644], [-1.097, 0.246, 1.123], [0.375, 2.918, -0.720], [1.328, -3.746, 2.681], [0.787, 2.210, -2.473], [0.147, -4.726, 0.231], [-1.605, 1.155, -2.350], [-0.555, 3.359, -2.298]], "total_charge": 0, "e_homo_ev": -8.35, "energy_ev": -150556.1557, "spin_multiplicity": 1}

(4)
{"formula": "C6H12O", "method": "ωB97M-V/def2-TZVPD", "species": ["O", "C", "C", "C", "C", "C", "C", "H", "H", "H", "H", "H", "H", "H", "H", "H", "H", "H", "H"], "coordinates": [[0.173, -0.817, -0.097], [1.361, -0.945, 0.429], [1.844, -2.314, 0.022], [0.531, 1.599, -0.289], [-0.483, 0.500, -0.003], [-1.549, 0.424, -1.087], [-1.091, 0.642, 1.385], [1.071, 1.379, -1.216], [-2.078, 1.378, -1.183], [-0.310, 0.573, 2.148], [-1.840, -0.135, 1.570], [-2.276, -0.358, -0.849], [1.260, 1.674, 0.519], [2.643, -2.684, 0.668], [1.053, -3.066, -0.096], [2.299, -2.157, -0.968], [-1.582, 1.617, 1.480], [-1.083, 0.186, -2.049], [0.013, 2.557, -0.406]], "total_charge": 0, "e_homo_ev": -8.18, "energy_ev": -8461.8467, "spin_multiplicity": 1}

(5)
{"formula": "C4H4O3", "method": "ωB97M-V/def2-TZVPD", "species": ["O", "O", "O", "C", "C", "C", "C", "H", "H", "H", "H"], "coordinates": [[1.106, 0.334, -0.602], [-0.009, -0.831, 2.507], [-0.087, -1.561, 0.255], [-0.007, -0.749, 1.325], [-1.299, 0.456, -0.638], [-0.083, -0.114, 0.021], [2.194, 0.152, 0.115], [-1.371, 0.081, -1.664], [2.986, 0.527, -0.571], [-2.193, 0.159, -0.087], [-1.237, 1.547, -0.661]], "total_charge": 0, "e_homo_ev": -9.53, "energy_ev": -10350.8811, "spin_multiplicity": 1}

(6)
{"formula": "C7H72F4O34", "method": "ωB97M-V/def2-TZVPD", "species": ["F", "F", "F", "F", "O", "O", "O", "O", "O", "O", "O", "O", "O", "O", "O", "O", "O", "O", "O", "O", "O", "O", "O", "O", "O", "O", "O", "O", "O", "O", "O", "O", "O", "O", "O", "O", "O", "O", "C", "C", "C", "C", "C", "C", "C", "H", "H", "H", "H", "H", "H", "H", "H", "H", "H", "H", "H", "H", "H", "H", "H", "H", "H", "H", "H", "H", "H", "H", "H", "H", "H", "H", "H", "H", "H", "H", "H", "H", "H", "H", "H", "H", "H", "H", "H", "H", "H", "H", "H", "H", "H", "H", "H", "H", "H", "H", "H", "H", "H", "H", "H", "H", "H", "H", "H", "H", "H", "H", "H", "H", "H", "H", "H", "H", "H", "H", "H"], "coordinates": [[-6.596, 0.103, -0.265], [-4.753, -1.140, 0.185], [-5.664, -1.013, -1.996], [3.052, -0.496, -2.235], [-5.442, -9.143, -4.718], [4.010, -4.087, -2.607], [-0.143, 5.176, -4.222], [3.994, 6.573, 0.730], [-2.362, 1.464, -2.263], [-7.876, -6.124, -0.455], [4.238, 3.558, 0.695], [-0.592, 2.017, -4.573], [8.507, 1.232, 0.790], [3.041, 4.913, 3.549], [5.738, -6.626, -2.866], [-3.329, -1.228, 2.579], [-6.693, 4.041, -1.293], [5.530, -4.165, 3.322], [-3.279, 5.526, -2.165], [-2.612, 6.587, -4.864], [-0.563, 0.517, 3.735], [0.215, 4.246, 5.500], [3.201, -3.107, 0.388], [0.561, 3.336, 1.433], [4.096, -0.177, 0.803], [-5.869, -8.112, -1.970], [6.407, 0.376, -0.624], [-1.312, 5.115, 2.966], [-0.491, 0.289, -1.206], [1.366, -3.282, 6.979], [1.780, 6.212, -1.776], [3.509, 1.850, 3.056], [-6.688, -3.435, 0.791], [1.728, -5.217, 4.780], [-5.442, 2.583, 1.640], [3.067, -5.161, 2.527], [-1.883, -0.819, -2.619], [2.391, -6.180, -3.412], [2.240, 1.395, -0.806], [-5.341, -0.316, -0.829], [-3.782, 1.181, -2.447], [-4.460, 0.988, -1.017], [0.587, -0.507, -1.808], [2.041, -0.145, -1.241], [-1.634, 0.276, -2.064], [1.811, 2.113, -1.577], [2.330, -3.446, 0.623], [5.048, -7.073, -3.375], [4.029, -3.161, -2.885], [7.310, 0.056, -0.547], [-3.672, 1.014, -0.178], [-0.598, 0.122, 4.614], [2.756, -5.559, -2.761], [2.977, 5.282, 2.659], [-5.357, -10.093, -4.863], [-5.139, 1.888, -0.805], [-4.221, 2.147, -2.892], [-1.044, 1.909, -3.728], [-7.512, -5.497, 0.182], [0.022, 5.916, -3.626], [-3.019, 6.049, -4.170], [9.344, 0.874, 0.470], [0.617, -0.352, -2.948], [4.849, -4.446, -2.931], [-2.978, 7.467, -4.721], [-3.677, -1.981, 3.072], [3.908, 1.133, 2.542], [-7.130, -6.325, -1.038], [0.913, 5.862, -1.538], [-3.056, 5.540, -1.227], [5.510, -3.201, 3.273], [-5.193, 2.600, 2.572], [-6.444, 4.059, -0.358], [8.526, 2.156, 0.510], [2.636, 1.510, 3.291], [0.089, 3.526, 4.871], [1.440, -6.155, -3.253], [0.494, -3.620, 7.213], [1.763, -3.997, 6.463], [4.457, -0.324, -0.084], [-0.345, 5.597, -5.066], [0.399, -1.609, -1.536], [-1.183, 6.068, 2.896], [6.336, 1.039, 0.073], [5.680, -7.027, -1.991], [2.257, -0.820, -0.347], [3.330, 1.681, -0.585], [-1.264, 0.062, 3.246], [3.973, -5.482, 2.603], [3.800, 7.002, -0.114], [3.599, -3.822, -0.126], [-0.389, 3.364, 1.597], [4.163, 7.306, 1.334], [1.477, -5.382, 3.862], [-7.591, -3.503, 0.454], [3.822, 3.023, 1.386], [-7.537, 3.574, -1.301], [-3.603, -1.398, 1.667], [-1.777, 5.002, 3.805], [4.244, -1.015, 1.258], [-6.333, -2.653, 0.351], [0.832, 4.842, 5.053], [2.996, -4.499, 3.222], [5.310, -4.357, 4.242], [0.926, 3.952, 2.081], [-6.286, 2.114, 1.632], [-0.483, 2.972, -4.653], [1.666, 1.540, 0.180], [2.185, 5.501, -2.290], [-3.986, 0.367, -3.210], [-5.531, -8.778, -5.606], [3.132, 3.960, 3.404], [-4.119, 5.050, -2.199], [-5.529, -8.261, -2.864], [3.887, 4.445, 0.843], [1.364, -5.971, 5.260], [-5.707, -8.947, -1.516]], "total_charge": 0, "e_homo_ev": -10.23, "energy_ev": -88911.9022, "spin_multiplicity": 1}

(7)
{"formula": "C3H9NS2", "method": "ωB97M-V/def2-TZVPD", "species": ["S", "S", "N", "C", "C", "C", "H", "H", "H", "H", "H", "H", "H", "H", "H"], "coordinates": [[-1.246, 2.343, 2.827], [-0.665, 0.541, 1.948], [0.308, -1.928, -1.822], [0.058, 1.166, 0.393], [0.688, 0.000, -0.430], [-0.349, -0.985, -0.915], [0.871, -2.496, -1.240], [-1.191, -0.516, -1.517], [-0.233, 2.415, 3.663], [1.232, 0.415, -1.220], [-0.436, -2.532, -2.182], [1.521, -0.483, 0.139], [-0.688, 1.755, -0.177], [0.908, 1.855, 0.701], [-0.777, -1.551, -0.168]], "total_charge": 0, "e_homo_ev": -8.98, "energy_ev": -26417.1875, "spin_multiplicity": 1}

(8)
{"formula": "C23H13F6NO3", "method": "ωB97M-V/def2-TZVPD", "species": ["F", "F", "F", "F", "F", "F", "O", "O", "O", "N", "C", "C", "C", "C", "C", "C", "C", "C", "C", "C", "C", "C", "C", "C", "C", "C", "C", "C", "C", "C", "C", "C", "C", "H", "H", "H", "H", "H", "H", "H", "H", "H", "H", "H", "H", "H"], "coordinates": [[-2.400, -5.625, -3.131], [-3.703, -3.809, -3.188], [2.310, 2.073, -4.698], [-3.852, -5.105, -1.520], [0.204, 2.751, -4.272], [1.977, 4.173, -3.887], [1.657, 1.403, 2.494], [2.212, -2.155, 0.848], [-1.372, -0.986, 1.872], [0.740, -0.421, 1.283], [-0.518, -0.128, 1.760], [-1.090, 3.324, 4.115], [2.453, 0.602, -0.972], [-0.095, -2.103, -1.489], [1.115, -1.670, 0.773], [-0.821, 1.061, 2.568], [-2.245, 2.449, 3.806], [1.549, 2.861, -3.878], [-0.595, -3.524, 0.421], [0.132, -2.425, -0.119], [-1.537, -4.265, -0.370], [-1.064, -2.804, -2.190], [-1.809, -3.932, -1.711], [2.354, 1.104, -2.260], [-2.955, -4.637, -2.424], [-2.054, 1.302, 3.118], [1.785, 2.348, -2.443], [1.779, 0.612, 1.420], [1.856, 1.283, 0.101], [0.222, 2.927, 3.592], [0.434, 1.757, 2.859], [1.303, 3.122, -1.419], [1.335, 2.617, -0.096], [2.769, 0.170, 1.586], [-3.189, 2.756, 4.170], [2.924, -0.391, -0.985], [0.321, -1.204, -1.976], [-2.015, -5.125, 0.186], [2.873, 0.374, -3.016], [1.143, 3.592, 3.797], [-0.443, -3.683, 1.471], [-2.990, 0.639, 3.024], [-1.147, 4.160, 4.888], [0.872, 3.124, 0.687], [-1.352, -2.700, -3.196], [0.928, 4.110, -1.604]], "total_charge": 0, "e_homo_ev": -9.26, "energy_ev": -47997.8287, "spin_multiplicity": 1}

(9)
{"formula": "C14H37BO4P", "method": "ωB97M-V/def2-TZVPD", "species": ["P", "O", "O", "O", "O", "C", "C", "C", "C", "C", "C", "C", "C", "C", "C", "C", "C", "C", "C", "B", "H", "H", "H", "H", "H", "H", "H", "H", "H", "H", "H", "H", "H", "H", "H", "H", "H", "H", "H", "H", "H", "H", "H", "H", "H", "H", "H", "H", "H", "H", "H", "H", "H", "H", "H", "H", "H"], "coordinates": [[-4.314, -1.297, 2.140], [-4.451, -1.861, 3.750], [-5.838, -0.728, 1.585], [-1.778, -0.398, 2.728], [-3.367, 1.434, 2.589], [4.200, -1.972, 1.358], [5.359, -3.463, -1.134], [-2.585, 1.117, -2.711], [-0.824, -0.901, 1.847], [5.349, -2.375, -2.202], [-2.266, 2.963, -0.982], [-1.959, 5.855, -2.154], [3.362, -2.541, 0.215], [-3.403, 3.868, -1.457], [-1.619, 2.107, -2.069], [0.475, -1.205, 2.655], [4.444, -2.970, 2.485], [3.983, -3.728, -0.523], [-3.031, 4.852, -2.567], [-2.985, 0.122, 2.015], [2.390, -2.851, 0.610], [-1.756, 6.555, -2.968], [0.215, -1.065, 3.704], [4.665, -2.632, -3.013], [-6.539, -1.115, 2.095], [6.079, -3.204, -0.352], [5.720, -4.392, -1.586], [-3.779, 4.429, -0.596], [5.045, -1.410, -1.792], [5.013, -3.837, 2.142], [-3.932, 5.404, -2.856], [-3.404, 1.626, -3.224], [-2.652, 2.305, -0.200], [-1.491, 3.571, -0.505], [-2.066, 0.501, -3.450], [-1.019, 5.360, -1.905], [3.676, -1.106, 1.769], [-2.704, 4.312, -3.460], [-0.572, -0.155, 1.079], [5.159, -1.601, 0.983], [-4.585, -2.782, 3.646], [-4.240, 3.252, -1.799], [5.010, -2.503, 3.293], [-2.725, 0.234, 0.835], [-0.795, 1.547, -1.618], [3.151, -1.739, -0.498], [-2.281, 6.433, -1.286], [-1.156, -1.800, 1.312], [-4.258, 1.406, 2.894], [4.059, -4.582, 0.157], [1.195, -0.421, 2.405], [0.870, -2.201, 2.461], [-1.171, 2.740, -2.843], [3.498, -3.324, 2.901], [-3.013, 0.452, -1.959], [3.296, -4.039, -1.317], [6.345, -2.251, -2.630]], "total_charge": -1, "e_homo_ev": -3.07, "energy_ev": -33276.7378, "spin_multiplicity": 1}

(10)
{"formula": "C14H19FN2O5S2", "method": "ωB97M-V/def2-TZVPD", "species": ["S", "S", "F", "O", "O", "O", "O", "O", "N", "N", "C", "C", "C", "C", "C", "C", "C", "C", "C", "C", "C", "C", "C", "C", "H", "H", "H", "H", "H", "H", "H", "H", "H", "H", "H", "H", "H", "H", "H", "H", "H", "H", "H"], "coordinates": [[3.342, 0.298, -0.689], [-1.330, -0.078, -2.679], [-3.361, 2.319, 2.252], [-0.694, 0.918, -3.490], [2.471, -0.489, 3.621], [-2.335, -0.913, -3.269], [-1.347, -1.509, 1.069], [2.080, -2.195, 2.220], [-0.063, -1.030, -2.082], [0.731, -0.834, 0.494], [2.513, 1.408, -1.870], [-1.808, 2.346, 0.495], [-3.095, 0.123, -0.591], [1.952, -0.940, 2.635], [-1.977, 0.668, -1.195], [-0.437, -1.452, 0.269], [1.042, -0.129, 1.707], [3.093, 1.187, 0.890], [-2.911, 1.774, 1.110], [2.880, -3.051, 3.027], [-3.573, 0.679, 0.581], [1.662, 1.244, 1.411], [-0.498, -2.049, -1.142], [-1.340, 1.779, -0.677], [2.627, 2.432, -1.527], [-0.504, 2.195, -1.215], [-3.577, -0.726, -1.047], [2.679, -4.064, 2.690], [1.020, 1.762, 0.697], [1.467, 1.137, -1.983], [3.021, 1.285, -2.821], [1.462, -0.865, -0.210], [0.171, -2.910, -1.184], [0.442, -1.395, -2.877], [3.738, 0.670, 1.599], [-4.432, 0.273, 1.089], [1.679, 1.814, 2.342], [3.936, -2.809, 2.896], [2.617, -2.933, 4.080], [-1.340, 3.213, 0.935], [-1.518, -2.383, -1.359], [0.093, 0.005, 2.246], [3.479, 2.198, 0.746]], "total_charge": 0, "e_homo_ev": -9.04, "energy_ev": -52432.3157, "spin_multiplicity": 1}